(1)
{"formula": "C6H7N", "method": "ωB97M-V with the def2-TZVPD basis set", "total_charge": 0, "spin_multiplicity": 1, "de_lowest_kcal_mol": 42.7, "species": ["N", "C", "C", "C", "C", "C", "C", "H", "H", "H", "H", "H", "H", "H"], "positions_angstrom": [[0.499, 1.720, -0.590], [1.143, -0.434, -0.651], [-1.422, -1.348, 1.695], [1.590, 0.897, -0.914], [-0.580, 0.895, -0.082], [-0.183, -0.355, -0.072], [-0.864, -1.496, 0.478], [-1.557, -0.453, 2.209], [0.412, 2.671, -0.733], [1.539, -1.339, -0.877], [-1.532, 1.455, 0.170], [-0.995, -2.378, -0.117], [-2.048, -2.138, 2.133], [2.585, 1.199, -1.369]], "nbo_charge": [-0.529, -0.288, -0.375, -0.058, -0.054, -0.155, -0.184, 0.190, 0.402, 0.210, 0.217, 0.212, 0.186, 0.226]}



(2)
{"formula": "C6H5Cl2NO2", "method": "ωB97M-V with the def2-TZVPD basis set", "total_charge": 0, "spin_multiplicity": 1, "de_lowest_kcal_mol": 0.0, "species": ["Cl", "Cl", "O", "O", "N", "C", "C", "C", "C", "C", "C", "H", "H", "H", "H", "H"], "positions_angstrom": [[0.459, 2.040, 0.062], [-4.327, 0.268, 0.613], [0.277, -1.715, 1.452], [-2.822, 0.124, -1.294], [1.994, -0.580, 0.495], [-0.405, 0.311, 0.069], [-2.741, 0.277, 0.030], [0.711, -0.795, 0.854], [-0.476, -0.184, -1.291], [-1.663, 0.404, 0.770], [-1.634, -0.184, -1.885], [-1.845, -0.639, -2.917], [0.517, -0.412, -1.613], [-1.645, 0.622, 1.757], [2.239, 0.327, 0.282], [2.698, -1.209, 0.845]], "nbo_charge": [-0.186, 0.055, -0.572, -0.446, -0.837, -0.034, 0.311, 0.704, -0.344, -0.348, 0.174, 0.213, 0.252, 0.246, 0.407, 0.405]}



(3)
{"formula": "C33H28ClCoN3O4PS2", "method": "ωB97M-V with the def2-TZVPD basis set", "s2": 6.02, "total_energy_ev": -128447.442, "total_charge": 0, "spin_multiplicity": 5, "species": ["Co", "Cl", "S", "S", "P", "O", "O", "O", "O", "N", "N", "N", "C", "C", "C", "C", "C", "C", "C", "C", "C", "C", "C", "C", "C", "C", "C", "C", "C", "C", "C", "C", "C", "C", "C", "C", "C", "C", "C", "C", "C", "C", "C", "C", "C", "H", "H", "H", "H", "H", "H", "H", "H", "H", "H", "H", "H", "H", "H", "H", "H", "H", "H", "H", "H", "H", "H", "H", "H", "H", "H", "H", "H"], "positions_angstrom": [[0.247, -1.242, 0.870], [3.994, 0.219, -3.668], [2.018, -2.440, 2.071], [0.305, 0.190, 2.926], [-1.485, -0.137, -0.356], [1.835, -3.803, -4.117], [3.251, -2.331, -4.965], [-0.023, -3.006, -0.234], [0.463, -4.094, -2.113], [2.437, -0.074, -1.487], [-1.642, -2.022, 1.868], [1.578, -0.952, -0.920], [2.269, -1.798, -2.890], [-0.767, 3.877, -0.109], [-3.610, -1.051, 2.971], [-2.560, -2.130, -1.953], [2.842, 1.112, -0.795], [2.856, -0.560, -2.687], [3.632, 3.373, -0.727], [-1.162, 2.586, 0.209], [0.581, -3.137, -1.339], [-4.098, -1.799, -3.768], [-0.350, 4.182, -1.395], [-0.304, 3.191, -2.365], [-4.013, -0.426, -3.587], [-4.772, 0.792, 1.949], [1.486, -1.993, -1.735], [-0.683, 1.897, -2.050], [1.694, -0.330, 3.762], [-3.210, 0.100, -2.588], [-1.145, 1.594, -0.768], [3.650, 3.341, 0.657], [-2.697, -1.066, 1.923], [-2.793, -0.106, 0.915], [3.266, 2.185, 1.317], [2.435, -1.448, 3.383], [2.112, 0.472, 4.964], [-3.373, -2.650, -2.949], [-2.472, -0.751, -1.767], [-4.639, -0.125, 2.982], [2.880, 1.071, 0.594], [3.666, -1.834, 4.160], [2.497, -2.671, -4.085], [3.222, 2.271, -1.461], [-3.845, 0.804, 0.921], [0.033, 3.421, -3.368], [-3.156, 1.172, -2.452], [-3.428, -3.722, -3.090], [-0.638, 1.116, -2.801], [-1.977, -2.799, -1.332], [2.073, -0.140, 5.869], [3.939, 4.271, -1.249], [1.458, 1.330, 5.096], [-4.727, -2.203, -4.551], [-1.483, 2.343, 1.216], [-1.770, -2.708, 1.127], [2.641, 0.151, 1.103], [3.203, 2.327, -2.536], [-1.541, -2.515, 2.745], [-3.924, 1.533, 0.122], [4.061, -2.775, 3.788], [3.971, 4.210, 1.218], [3.444, -1.936, 5.225], [-0.046, 5.191, -1.642], [3.279, 2.137, 2.398], [3.141, 0.824, 4.855], [4.441, -1.071, 4.055], [1.248, -3.938, -3.309], [-3.517, -1.774, 3.773], [-4.575, 0.241, -4.229], [-5.347, -0.122, 3.801], [-5.587, 1.504, 1.953], [-0.789, 4.648, 0.650]], "lowdin_charge": [0.228, 0.851, 0.752, 0.710, 1.095, 0.128, 0.065, -0.135, 0.076, -0.031, 0.024, 0.078, -0.039, -0.069, -0.024, -0.076, -0.173, -0.553, -0.074, -0.090, -0.547, -0.077, -0.081, -0.080, -0.073, -0.075, -0.109, -0.111, -0.777, -0.094, -0.362, -0.078, -0.329, -0.295, -0.061, -0.779, -0.133, -0.061, -0.321, -0.071, -0.025, -0.128, -0.516, -0.055, -0.075, 0.109, 0.101, 0.111, 0.111, 0.083, 0.084, 0.108, 0.059, 0.105, 0.098, 0.091, 0.049, 0.068, 0.107, 0.111, 0.058, 0.105, 0.081, 0.105, 0.103, 0.080, 0.086, 0.020, 0.115, 0.106, 0.107, 0.105, 0.107]}



(4)
{"formula": "C37H41CsF3N9O3P2S3", "method": "ωB97M-V with the def2-TZVPD basis set", "total_charge": -2, "spin_multiplicity": 1, "de_lowest_kcal_mol": 35.7, "species": ["Cs", "S", "S", "S", "P", "P", "F", "F", "F", "O", "O", "O", "N", "N", "N", "N", "N", "N", "N", "N", "N", "C", "C", "C", "C", "C", "C", "C", "C", "C", "C", "C", "C", "C", "C", "C", "C", "C", "C", "C", "C", "C", "C", "C", "C", "C", "C", "C", "C", "C", "C", "C", "C", "C", "C", "C", "C", "C", "H", "H", "H", "H", "H", "H", "H", "H", "H", "H", "H", "H", "H", "H", "H", "H", "H", "H", "H", "H", "H", "H", "H", "H", "H", "H", "H", "H", "H", "H", "H", "H", "H", "H", "H", "H", "H", "H", "H", "H", "H"], "positions_angstrom": [[-0.054, -1.084, -0.300], [-2.063, -3.404, -1.341], [-2.258, 1.682, 1.898], [2.900, -2.061, -0.664], [-3.404, 0.058, 1.441], [-3.398, -2.320, -0.278], [3.874, -4.436, 0.019], [2.807, -4.444, -1.847], [1.727, -4.353, 0.026], [2.043, -1.723, -1.786], [4.305, -1.796, -0.841], [2.345, -1.702, 0.631], [-1.258, 1.894, -1.351], [1.565, -2.003, 3.684], [3.796, 3.397, 1.104], [4.698, 3.850, 3.171], [-0.460, -0.187, -4.618], [0.577, 1.835, 2.911], [1.900, 2.193, -1.685], [2.652, 2.805, 3.103], [1.662, 2.378, 0.976], [-6.049, -1.503, -3.303], [-2.388, 2.009, -2.255], [3.962, 3.392, -1.707], [-2.195, -1.286, 3.550], [-5.647, -3.606, -1.545], [-6.633, -3.691, -2.516], [-2.090, -1.932, 4.767], [-5.251, -3.263, 1.644], [-5.509, 1.779, 2.315], [-3.044, -4.171, 1.810], [3.670, 3.320, 2.430], [-3.424, -4.891, 2.934], [-4.729, -4.814, 3.405], [-5.644, -3.997, 2.754], [1.655, 2.350, 2.322], [-2.931, -0.759, 0.071], [-1.996, 1.513, -3.648], [2.818, -3.914, -0.620], [-5.072, -1.421, -2.321], [-7.724, 1.804, 1.373], [2.753, 2.885, 0.443], [-3.952, -3.348, 1.152], [-3.235, -2.169, 5.524], [3.055, 2.529, -3.740], [2.865, 2.844, -1.053], [-4.862, -2.465, -1.424], [-4.564, -1.121, 3.810], [-3.429, -0.859, 3.055], [-5.125, 0.766, 1.435], [-1.500, 0.072, -3.609], [-6.060, 0.290, 0.530], [4.048, 3.235, -3.080], [-4.468, -1.766, 5.039], [-7.353, 0.802, 0.492], [-6.840, -2.640, -3.401], [-6.795, 2.291, 2.288], [1.997, 2.023, -2.996], [-7.609, -2.709, -4.162], [4.719, 3.906, -1.135], [-2.842, 1.622, -4.336], [-6.660, -3.916, 3.123], [4.892, 3.643, -3.625], [4.742, 3.524, 4.122], [-1.186, 2.141, -4.034], [-5.029, -5.379, 4.279], [-7.075, 3.080, 2.975], [-6.192, -0.679, -3.991], [-5.963, -2.600, 1.162], [-2.337, -0.633, -3.684], [-1.303, -1.078, 2.968], [-2.700, -5.516, 3.443], [-5.367, -1.961, 5.611], [-2.037, -4.251, 1.416], [-5.474, -4.447, -0.881], [-0.253, 1.595, 2.372], [-2.792, 3.032, -2.341], [-7.239, -4.588, -2.590], [-5.539, -0.826, 3.440], [0.524, 1.845, 3.915], [-4.450, -0.536, -2.227], [1.809, -1.195, 3.116], [-5.764, -0.485, -0.161], [1.204, 1.455, -3.472], [0.091, -0.990, -4.328], [2.211, -2.725, 3.378], [-3.183, 1.380, -1.843], [-3.162, -2.670, 6.481], [-0.883, -0.440, -5.506], [5.570, 3.935, 2.677], [-0.501, 2.529, -1.574], [-1.051, -0.074, -2.632], [-4.775, 2.170, 3.008], [-8.728, 2.213, 1.345], [-1.534, 2.035, -0.383], [0.653, -2.304, 3.348], [-8.062, 0.417, -0.231], [3.097, 2.358, -4.806], [-1.117, -2.246, 5.125]], "lowdin_charge": [1.111, 0.090, 0.320, 0.368, 0.391, 0.287, 0.107, 0.119, 0.106, -0.530, -0.303, -0.556, -0.024, 0.031, 0.154, 0.118, -0.005, 0.145, 0.130, 0.163, 0.200, -0.097, -0.296, -0.026, -0.114, -0.103, -0.106, -0.091, -0.116, -0.125, -0.100, -0.477, -0.090, -0.113, -0.109, -0.435, -0.726, -0.204, -0.658, -0.119, -0.120, -0.279, -0.332, -0.111, -0.060, -0.207, -0.358, -0.098, -0.320, -0.331, -0.299, -0.085, -0.081, -0.107, -0.093, -0.121, -0.105, -0.109, 0.084, 0.095, 0.097, 0.097, 0.096, 0.082, 0.093, 0.090, 0.089, 0.093, 0.103, 0.102, 0.077, 0.096, 0.094, 0.079, 0.104, -0.103, 0.098, 0.089, 0.102, 0.103, 0.083, -0.008, 0.064, 0.089, 0.064, 0.004, 0.083, 0.088, 0.055, 0.082, 0.044, 0.014, 0.069, 0.086, -0.050, -0.013, 0.094, 0.097, 0.090]}



Which formula does entry 2 have?
C6H5Cl2NO2